Molecular formula: C30H22ClIrO7S
Method: DFT, ωB97M-V with the def2-TZVPD basis set

Atoms and positions in Å:
Ir: -1.2327 -0.0563 0.4849
C: 2.3516 0.1243 3.3844
C: 1.0711 0.5792 2.7252
O: 0.8056 0.1116 1.6227
C: 0.2148 1.5242 3.4152
C: 0.5593 2.0089 4.6910
C: -0.2678 2.8407 5.3984
C: -1.4872 3.2266 4.8300
C: -1.8368 2.8000 3.5749
C: -1.0041 1.9394 2.8228
O: -1.4339 1.6213 1.6267
H: 2.8392 -0.5958 2.7332
H: 2.1378 -0.3504 4.3420
H: 3.0162 0.9731 3.5472
H: 1.5079 1.7258 5.1263
H: 0.0113 3.1885 6.3833
H: -2.1595 3.8701 5.3836
H: -2.7709 3.0940 3.1140
Cl: -4.6421 -6.4525 1.7208
C: -3.6344 -5.0388 1.7067
C: -3.2497 -4.4457 2.9217
C: -2.4571 -3.3294 2.9271
C: -1.9915 -2.7361 1.7260
O: -1.1909 -1.7223 1.7982
C: -2.4111 -3.3400 0.5160
C: -2.0543 -2.7755 -0.7385
O: -1.3912 -1.7543 -0.9335
C: -3.2190 -4.4972 0.5281
H: -3.5854 -4.8773 3.8553
H: -2.1453 -2.8702 3.8559
H: -2.4205 -3.3149 -1.6245
H: -3.5046 -4.9481 -0.4149
O: 0.7767 0.0177 -0.9382
C: 0.8511 0.7039 -2.1657
C: -0.5439 1.5510 -2.1811
O: -0.6069 2.4181 -3.0188
O: -1.4045 1.1646 -1.3095
C: 0.7597 -0.1618 -3.3985
C: 0.8037 0.4279 -4.6632
C: 0.6427 -0.3421 -5.8025
C: 0.4564 -1.7153 -5.7025
C: 0.4430 -2.3113 -4.4532
C: 0.5823 -1.5375 -3.3068
C: 1.9932 1.6988 -2.1279
C: 1.9042 2.8386 -1.3335
C: 3.0014 3.6681 -1.1715
C: 4.2082 3.3601 -1.7873
C: 4.3081 2.2222 -2.5714
C: 3.2028 1.3985 -2.7471
H: 1.5006 -0.6025 -0.7944
H: 0.9254 1.4993 -4.7403
H: 0.6396 0.1334 -6.7750
H: 0.3116 -2.3134 -6.5931
H: 0.3109 -3.3829 -4.3652
H: 0.5289 -2.0072 -2.3358
H: 0.9700 3.0734 -0.8374
H: 2.9170 4.5561 -0.5579
H: 5.0696 4.0007 -1.6469
H: 5.2500 1.9641 -3.0390
H: 3.2853 0.5040 -3.3523
S: -4.3573 0.7550 0.1768
C: -3.1544 -0.1043 0.4894

For the molecular weight, the calculation gives 754.24 g mol⁻¹. Its electronic energy is -71994.016 eV. The HOMO energy comes out at -8.296 eV. Its net charge is 0. For the energy above the lowest of the compared OMol25 structures with the same formula, charge and spin, the calculation gives 209.1 kJ/mol.

Molecular formula: C30H23BBiN3O2S
Method: DFT, ωB97M-V with the def2-TZVPD basis set

Atoms and positions in Å:
Bi: -1.2077 1.9221 1.2432
C: -2.7869 0.6878 2.3671
C: -3.8035 0.1894 1.4006
C: -3.7982 -1.1458 0.9944
C: -4.6842 -1.6108 0.0381
C: -5.6121 -0.7411 -0.5278
C: -5.6440 0.5936 -0.1193
C: -4.7469 1.0482 0.8295
C: -6.5341 -1.2106 -1.5343
N: -7.2701 -1.5831 -2.3373
H: -2.2390 -0.1262 2.8400
H: -3.2128 1.3408 3.1293
H: -3.0780 -1.8313 1.4297
H: -4.6510 -2.6458 -0.2818
H: -6.3720 1.2649 -0.5549
H: -4.7653 2.0928 1.1238
O: -1.5545 -0.0028 -1.2906
B: -0.9069 0.0081 -0.0590
O: -0.5528 -1.2756 0.3399
C: -0.9289 -2.0882 -0.7082
C: -0.7973 -3.4520 -0.8258
C: -1.3043 -4.0310 -1.9904
C: -1.9118 -3.2604 -2.9772
C: -2.0403 -1.8775 -2.8413
C: -1.5311 -1.3222 -1.6923
H: -0.3281 -4.0427 -0.0486
H: -1.2210 -5.1021 -2.1274
H: -2.3022 -3.7424 -3.8643
H: -2.5190 -1.2681 -3.5976
N: 5.6892 0.6129 -4.0365
C: 4.4538 0.9898 -4.4057
S: 4.1421 1.7185 -5.8474
C: 3.3834 0.6618 -3.4118
C: 2.2716 1.4812 -3.2695
C: 1.3124 1.1433 -2.3304
N: 1.3962 0.0600 -1.5492
C: 2.4548 -0.7314 -1.7014
C: 3.4697 -0.4711 -2.6092
H: 6.4537 0.8444 -4.6461
H: 5.8887 0.3269 -3.0938
H: 2.1691 2.3603 -3.8911
H: 0.4272 1.7602 -2.1973
H: 2.4892 -1.6122 -1.0656
H: 4.2910 -1.1692 -2.7131
C: 4.4060 0.8896 2.5608
C: 3.5495 0.7409 1.4459
C: 2.2145 1.0012 1.5611
C: 1.6513 1.4326 2.7893
C: 0.2671 1.7459 2.9329
C: -0.2089 2.1369 4.1555
C: 0.6386 2.2255 5.2861
C: 1.9681 1.9478 5.1650
C: 2.5096 1.5539 3.9144
C: 3.8931 1.2791 3.7650
H: 5.4663 0.6920 2.4576
H: 3.9548 0.4086 0.4960
H: 1.5631 0.8585 0.7052
H: -1.2591 2.3936 4.2808
H: 0.2250 2.5183 6.2437
H: 2.6331 2.0259 6.0204
H: 4.5395 1.3864 4.6306

For the molecular weight, the calculation gives 709.39 g mol⁻¹. Its electronic energy is -57401.673 eV. The HOMO energy comes out at -8.188 eV. Its net charge is 0. For the energy above the lowest of the compared OMol25 structures with the same formula, charge and spin, the calculation gives 3.0 kJ/mol.

Number 1: gap between HOMO and LUMO 0.2393 Eh. Number 2: gap between HOMO and LUMO 0.2818 Eh.